Entry from the OMol25 dataset: a gas-phase ion, C17H35N3O3P (charge +1) (wB97M-V/def2-TZVPD).

Values from the calculation:
**Energy above the lowest of the compared OMol25 structures with the same formula, charge and spin**: 0.5 kcal/mol
**Total energy**: -1399.9198 Eh
**F_max**: 0.0179 hartree/bohr
**Frontier orbital gap**: 0.3102 Ha
**Highest occupied orbital energy**: -11.29 eV
**Molar mass**: 360.5 g/mol
**Charge**: +1

Cartesian coordinates (Å):
C: -0.268 -5.688 -1.804
C: 0.971 -4.934 -2.287
C: 0.822 -3.414 -2.209
C: -0.394 -2.880 -2.973
C: -0.260 -3.161 -4.482
C: -0.707 -1.405 -2.825
C: -1.765 -0.816 -3.401
N: -1.760 0.521 -3.086
P: -2.913 1.715 -3.649
N: -4.171 1.146 -4.275
O: -3.080 2.663 -2.374
O: -1.996 2.643 -4.542
C: -0.697 0.748 -2.326
N: -0.047 -0.380 -2.138
C: 1.185 -0.484 -1.326
C: 1.660 0.843 -0.769
C: 0.718 1.511 0.258
C: 1.322 1.648 1.652
C: 0.273 1.976 2.720
C: 0.754 2.953 3.784
C: -0.290 3.194 4.885
C: 0.299 3.319 6.282
O: 0.399 2.032 6.874
C: 1.674 1.681 7.367
H: -0.014 -6.696 -1.486
H: -1.017 -5.773 -2.590
H: -0.719 -5.177 -0.951
H: 1.830 -5.210 -1.676
H: 1.222 -5.247 -3.301
H: 1.732 -2.951 -2.594
H: 0.723 -3.171 -1.150
H: -1.277 -3.405 -2.606
H: 0.461 -2.475 -4.923
H: 0.054 -4.185 -4.656
H: -1.212 -3.021 -4.992
H: -2.529 -1.256 -4.016
H: -4.303 0.149 -4.324
H: -2.967 2.231 -1.520
H: -1.971 3.557 -4.232
H: -0.405 1.709 -1.948
H: 1.011 -1.204 -0.532
H: 1.944 -0.899 -1.983
H: 1.908 1.521 -1.589
H: 2.609 0.634 -0.275
H: -0.217 0.945 0.329
H: 0.441 2.509 -0.096
H: 1.842 0.722 1.908
H: 2.064 2.449 1.628
H: -0.596 2.422 2.221
H: -0.089 1.062 3.194
H: 0.986 3.906 3.304
H: 1.672 2.568 4.235
H: -0.899 4.069 4.653
H: -0.968 2.338 4.921
H: -0.352 3.930 6.910
H: 1.287 3.787 6.247
H: 1.537 0.919 8.131
H: 2.312 1.281 6.573
H: 2.176 2.532 7.833

Atoms 1-2, force components in eV/Å:
0.135 0.119 -0.040
-0.067 -0.104 -0.002